This record from OMol25 describes a molecular structure, C21H33NO3 in a non-equilibrium geometry. The level of theory is ωB97M-V/def2-TZVPD.

- LUMO: 0.5 eV
- ΔE to the lowest compared entry with this formula, charge and spin: 1694.95 kJ/mol
- Largest force on an atom: 16.59 eV/A
- Energy: -1099.846109 hartree
- Gap between HOMO and LUMO: 8.48 eV

```
58
Properties=species:S:1:pos:R:3:forces:R:3:nbo_charge:R:1
O -2.4485 -0.0074 -2.1062 0.993 1.658 -6.661 -0.69
O -0.3891 1.2092 0.6582 -1.786 -4.742 -6.949 -0.67
O -0.1182 0.9555 -1.6747 1.491 -0.879 -0.130 -0.52
N 4.5615 -0.2535 -0.3452 0.761 2.725 -2.897 -0.47
C -4.6020 2.5226 0.7750 -1.167 -1.456 0.195 -0.38
C 2.2395 0.3273 -1.0357 -0.674 -2.783 3.188 -0.48
C -3.2750 0.4764 0.2664 0.736 0.336 -12.741 -0.19
C -1.6804 -3.8148 -1.0451 -1.001 -3.407 -7.738 -0.30
C -5.9174 1.6084 0.4435 0.673 4.372 9.919 -0.39
C 6.6719 1.3060 0.1422 0.273 -3.115 3.799 -0.61
C -1.9150 -2.6026 -1.3487 -3.112 10.764 -1.552 -0.15
C 4.4100 -1.1023 0.6666 -5.036 3.633 4.907 -0.15
C -1.2216 -1.8117 0.6854 4.694 1.041 15.876 -0.20
C -0.9916 -4.0012 0.0323 1.997 -5.152 10.734 -0.19
C 5.8598 0.2473 -0.6357 4.956 -3.158 2.409 -0.20
C -2.0735 -0.0115 -0.8924 0.940 -2.653 9.161 0.17
C 1.2497 1.4110 -1.5004 0.983 0.066 2.086 -0.07
C -4.4189 -0.3747 0.0440 -3.124 -1.888 -1.420 -0.42
C -1.7911 -1.4855 -0.3269 -4.126 0.448 -13.411 -0.08
C 4.1392 -0.1355 2.1854 0.516 -1.158 -4.180 -0.67
C -0.7381 0.5658 -0.5806 0.527 7.090 6.597 0.79
C -5.5668 0.2815 0.8193 -1.329 -6.176 5.314 -0.40
C 3.5689 0.7544 -0.5102 3.003 4.318 -6.668 -0.18
C -0.8938 -3.0804 1.1638 -0.778 -0.843 -7.390 -0.19
C -3.5304 1.8519 -0.1664 1.532 6.098 2.893 -0.40
H -6.7959 2.1195 1.3238 2.198 -1.787 -2.883 0.18
H 4.9174 0.5666 2.2787 1.380 0.608 0.014 0.19
H 6.6222 -0.6420 -0.4083 -1.809 1.044 -0.717 0.18
H -1.8355 -4.3496 -2.1129 0.635 -0.557 3.252 0.23
H -4.3126 2.4532 2.0637 -0.886 0.406 -4.241 0.21
H 1.5326 1.9609 -2.3701 0.113 -0.282 -1.037 0.20
H 6.2330 2.2252 0.1005 -1.653 2.659 0.767 0.19
H 5.1877 -1.5406 1.0339 4.782 -3.375 1.056 0.20
H 3.6281 1.7347 0.0149 -0.405 -1.131 0.961 0.21
H -4.2812 -1.5205 0.2335 -0.191 2.235 0.089 0.24
H 1.3023 2.1657 -0.6963 -0.607 -0.301 -0.197 0.22
H -2.5709 2.7872 0.0490 -2.079 -3.506 -0.945 0.21
H 4.1179 1.2386 -1.5528 -1.508 -0.539 2.046 0.15
H -0.4445 -3.2769 2.0594 0.913 -0.632 2.032 0.22
H 6.8383 0.8231 1.3097 -0.419 2.076 -3.145 0.18
H -5.4174 0.1432 2.1547 0.305 0.973 -3.778 0.17
H 7.6522 1.5435 -0.2599 0.248 -0.897 -0.340 0.22
H -4.8567 -0.3235 -1.0432 1.347 -0.077 1.495 0.21
H -0.9157 -5.0884 0.4835 0.566 1.704 -1.504 0.20
H 3.2917 0.4683 2.0066 -1.506 0.054 0.489 0.20
H -6.3907 -0.5158 0.8777 0.475 1.398 -0.844 0.23
H 4.1948 -0.8367 2.9350 -0.624 -1.254 2.038 0.20
H -2.9477 0.4895 1.1148 4.110 -0.448 9.502 0.20
H -4.8234 3.5333 0.3483 0.400 -0.505 1.112 0.21
H -3.8364 2.0021 -1.1873 -0.121 -0.234 -0.426 0.21
H 3.5187 -1.6622 0.5617 -0.684 -1.099 0.145 0.19
H 6.1379 0.4456 -1.6121 -0.830 0.296 -2.619 0.20
H -2.3075 -2.1477 -2.3591 0.637 -1.608 1.933 0.22
H -1.6308 0.3275 -2.6875 -2.606 -0.961 1.544 0.51
H 2.0172 -0.1710 0.0010 -1.700 0.804 -1.637 0.23
H 2.4025 -0.6066 -1.6057 -0.249 0.893 -0.627 0.23
H -1.1024 -0.9521 1.6744 -0.178 -2.018 -3.180 0.20
H -6.2544 1.7695 -0.4440 -1.995 0.924 -5.698 0.19
```
Forces are in eV/Å.



This record from OMol25 describes a molecular structure, CH6BF3LuO3SSi2 in a non-equilibrium geometry. The level of theory is ωB97M-V/def2-TZVPD.

- LUMO: -16.3 eV
- ΔE to the lowest compared entry with this formula, charge and spin: 68.07 kJ/mol
- Charge: +3
- Largest force on an atom: 4.90 eV/A
- Energy: -2803.422735 hartree
- Gap between HOMO and LUMO: 3.42 eV

```
18
Properties=species:S:1:pos:R:3:forces:R:3:nbo_charge:R:1
Lu 1.8383 -3.1092 1.1696 0.533 1.279 -0.920 2.69
S 0.7249 1.7655 -2.3142 0.061 0.316 0.487 -0.28
Si -0.5149 -0.1339 0.0995 0.790 1.134 -0.558 1.05
Si 1.6302 -0.0790 -1.8599 1.107 0.150 -1.229 1.14
F -2.2612 -2.1801 0.7471 0.162 -0.955 -0.271 -0.20
F -0.0470 -2.8326 1.1131 1.061 -2.177 0.567 -0.64
F -1.3901 -1.3588 2.4329 0.892 -0.691 0.781 -0.22
O -1.7758 2.0701 1.6035 -0.188 0.070 -0.272 -0.82
O 1.1449 -0.5992 -0.2607 -0.921 -1.538 0.733 -1.31
O 0.5581 1.9163 1.8433 -0.154 -0.184 0.215 -0.86
C -1.2125 -1.6224 1.1979 -3.348 3.492 -0.762 0.72
B -0.6154 1.4980 1.3195 0.635 0.300 0.283 0.81
H 1.1964 2.0951 1.1544 0.779 0.109 0.039 0.51
H 3.0804 0.1389 -1.7689 -0.042 -0.031 0.446 -0.12
H -2.3105 2.1483 0.8074 -0.934 0.034 0.195 0.52
H -0.0702 1.4902 -3.3645 -0.045 -0.424 0.082 0.24
H -1.3866 -0.0538 -1.0807 0.022 -0.776 -0.044 -0.08
H 1.4112 -1.1535 -2.8392 -0.411 -0.108 0.228 -0.13
```
Forces are in eV/Å.



This record from OMol25 describes a single C4H6NOP molecule in a non-equilibrium geometry. The level of theory is ωB97M-V/def2-TZVPD.

- LUMO: 0.9 eV
- ΔE to the lowest compared entry with this formula, charge and spin: 189.86 kJ/mol
- Largest force on an atom: 5.98 eV/A
- Energy: -627.257936 hartree
- Gap between HOMO and LUMO: 9.88 eV
- SMILES: Cc1conc1P

```
13
Properties=species:S:1:pos:R:3:forces:R:3:nbo_charge:R:1
P 1.6358 1.7505 -0.5351 -0.169 -0.744 0.190 0.31
O 1.7999 -2.1543 0.1205 2.741 -0.904 0.612 -0.27
N 2.3780 -0.9055 -0.0739 1.444 -0.674 -0.483 -0.15
C -1.2799 -0.2729 -0.1150 -1.493 1.750 1.288 -0.66
C 1.4513 -0.0496 -0.2273 -4.880 -1.226 -0.070 -0.10
C 0.5270 -2.0747 0.2011 -3.578 4.746 -0.682 0.13
C 0.0708 -0.7640 -0.0342 5.592 -1.072 -0.241 -0.15
H -1.4017 0.8815 -0.1687 0.297 -2.105 -0.466 0.24
H -1.7366 -0.5325 0.8470 -0.331 0.163 -0.047 0.23
H -1.8151 -0.8635 -0.8425 -0.481 0.522 -0.585 0.23
H 2.1500 1.7393 0.7551 0.365 0.884 0.545 0.00
H 2.8920 1.6040 -1.1265 0.380 0.101 -0.150 0.00
H -0.1409 -2.8297 0.5080 0.112 -1.440 0.087 0.20
```
Forces are in eV/Å.



This record from OMol25 describes 3 unconnected molecules or ions with the total composition C4H14N2O3S in a non-equilibrium geometry. The level of theory is ωB97M-V/def2-TZVPD.

- LUMO: 0.1 eV
- ΔE to the lowest compared entry with this formula, charge and spin: 260.44 kJ/mol
- Largest force on an atom: 4.98 eV/A
- Energy: -894.158526 hartree
- Gap between HOMO and LUMO: 7.88 eV
- SMILES: [NH3+]/C=C(\[O-])NCCS.O.O

```
24
Properties=species:S:1:pos:R:3:forces:R:3:nbo_charge:R:1
S -2.7556 0.2607 0.8469 -1.347 0.343 -1.703 -0.06
O 3.0323 -2.5430 0.3048 1.100 -1.088 1.354 -0.98
O -0.8874 -1.7042 -3.0294 1.685 -0.773 -0.927 -0.95
O 1.4317 -0.7093 -0.8076 0.407 0.171 0.881 -0.81
N 2.2838 -0.2994 1.8914 1.823 4.294 -1.738 -0.66
N -0.0154 0.9975 -0.7348 0.396 -0.191 -1.440 -0.66
C 1.3096 0.6100 1.2176 -0.468 -0.242 -0.804 -0.49
C 0.9852 0.2494 -0.1019 -1.011 0.313 -0.556 0.59
C -0.7709 2.0796 -0.1389 -0.294 0.447 -2.430 -0.21
C -2.2577 1.7512 -0.1349 1.354 -3.088 -1.693 -0.48
H -0.3241 2.3686 0.8100 -0.497 0.129 -0.163 0.20
H 2.0472 -0.4127 2.8163 -0.756 -0.724 2.620 0.41
H -2.7445 2.5538 0.2119 -2.101 2.964 1.353 0.20
H -2.5666 1.6119 -1.2267 0.277 -0.136 1.526 0.21
H 0.8923 1.5207 1.6840 1.044 -1.225 0.226 0.21
H 3.2639 0.1393 1.8935 -1.456 -0.991 -0.085 0.40
H 2.4803 -3.3174 0.2519 -0.080 -0.710 0.131 0.47
H -0.7840 2.9721 -0.8693 0.627 -0.851 1.257 0.19
H -1.2927 -1.2172 -2.3373 -0.450 0.594 1.171 0.47
H 2.5204 -1.9304 -0.1920 -1.102 1.784 -1.679 0.50
H -0.1259 0.8013 -1.7789 0.337 0.383 2.313 0.41
H -1.7795 0.2986 1.6710 1.527 0.099 1.181 0.11
H 0.0661 -1.7777 -2.7768 -1.194 0.245 -0.057 0.49
H 2.3475 -1.1586 1.4024 0.179 -1.746 -0.735 0.46
```
Forces are in eV/Å.



This record from OMol25 describes a gas-phase ion, C5H9N2S (charge +1) in a non-equilibrium geometry. The level of theory is ωB97M-V/def2-TZVPD.

- LUMO: -4.8 eV
- ΔE to the lowest compared entry with this formula, charge and spin: 77.01 kJ/mol
- Charge: +1
- Largest force on an atom: 5.76 eV/A
- Energy: -703.342788 hartree
- Gap between HOMO and LUMO: 8.61 eV
- SMILES: CC1(C)[NH+]=CNC1=S

```
17
Properties=species:S:1:pos:R:3:forces:R:3:nbo_charge:R:1
S 0.2034 -0.5516 2.6572 0.576 0.581 0.095 0.22
N 1.0982 1.4752 0.9456 1.021 -1.409 5.495 -0.56
N 0.2999 0.8287 -0.9387 1.181 0.160 1.929 -0.49
C 0.3892 -1.5891 -0.6160 0.228 -1.345 0.381 -0.63
C -0.0911 -0.2753 -0.1204 -0.812 1.254 3.523 0.03
C -1.6439 -0.3106 0.0195 0.189 0.656 -2.314 -0.60
C 0.4587 0.2035 1.2802 -0.363 -0.177 -1.372 0.01
C 1.0284 1.7046 -0.3084 0.054 2.551 -2.301 0.39
H 1.4849 2.6740 -0.6306 -0.591 -1.236 -0.590 0.27
H 0.0230 0.6719 -1.8305 -0.252 0.807 -3.735 0.44
H -2.0028 -0.8722 -0.8678 -0.148 0.226 0.594 0.23
H 0.1880 -1.5993 -1.6806 0.709 -0.201 -0.463 0.23
H -1.9380 -0.7773 0.9131 -0.183 -0.951 1.068 0.25
H 1.3710 -2.0118 -0.2609 -0.821 0.934 -0.730 0.26
H 1.6484 2.0153 1.7010 -1.215 -1.011 -1.950 0.48
H -0.3774 -2.2548 -0.2645 -0.033 -0.813 0.383 0.25
H -2.1399 0.6689 0.0019 0.461 -0.027 -0.013 0.23
```
Forces are in eV/Å.



This record from OMol25 describes a molecular structure, H2MgO in a non-equilibrium geometry. The level of theory is ωB97M-V/def2-TZVPD.

- LUMO: -13.5 eV
- ΔE to the lowest compared entry with this formula, charge and spin: 36.44 kJ/mol
- Charge: +2
- Largest force on an atom: 4.73 eV/A
- Energy: -275.770824 hartree
- Gap between HOMO and LUMO: 12.73 eV

```
4
Properties=species:S:1:pos:R:3:forces:R:3:nbo_charge:R:1
Mg -0.9469 -1.1244 0.5406 -2.921 -3.342 1.634 1.97
O 0.1271 0.0710 0.0017 2.581 3.317 -1.776 -1.16
H 0.5341 0.0765 -0.8941 0.197 0.123 0.133 0.59
H 0.2857 0.9769 0.3518 0.144 -0.098 0.009 0.59
```
Forces are in eV/Å.



Question: Which value of energy does entry 5 give?
Answer: -703.342788 hartree